Formula: C82H185N11O12
Source: OMol25
Level of theory: ωB97M-V with the def2-TZVPD basis set

```
290
C82H185N11O12 | OMol25 | ωB97M-V with the def2-TZVPD basis set
C -9.4585 -15.4724 22.4746
C -9.1374 -16.4288 21.3493
C -9.6202 -15.7783 20.0297
C -7.5597 -16.6060 21.2247
C -7.0597 -17.5361 22.3776
C -7.8121 -18.8483 22.1941
C -9.3058 -18.6946 22.5317
C -9.9520 -20.0521 22.1371
C -9.5475 -18.3189 23.9915
N -9.8339 -17.6943 21.4873
O -11.1644 -17.5129 21.7379
H -10.2208 -15.9682 23.0591
H -8.5965 -15.2334 23.1123
H -9.9526 -14.5789 22.1004
H -9.3707 -16.3022 19.0909
H -10.7202 -15.7463 20.0891
H -9.1914 -14.7494 20.0635
H -7.2338 -17.0996 20.2703
H -7.2087 -15.6028 21.5258
H -6.0000 -17.6538 22.4216
H -7.3649 -17.1505 23.3803
H -7.4409 -19.6627 22.7920
H -7.6925 -19.1336 21.2108
H -9.3910 -20.8141 22.6687
H -9.8915 -20.1892 21.0648
H -10.9938 -20.1034 22.3214
H -9.3397 -19.1292 24.6522
H -10.6851 -18.1114 24.0406
H -9.0349 -17.3837 24.3053
H -11.5676 -17.9206 20.9525
C -11.9974 -9.1621 30.3890
C -13.2222 -8.3754 29.8700
C -13.9827 -7.6052 31.0527
C -12.7183 -7.2991 28.8494
C -12.2343 -7.9424 27.6071
C -13.3827 -8.6732 26.8870
C -13.8238 -9.8456 27.7934
C -15.0815 -10.4467 27.2242
C -12.8174 -10.9714 27.8422
N -14.2270 -9.1654 29.1284
O -14.6497 -10.2298 29.9852
H -12.2843 -9.8267 31.1916
H -11.4394 -9.6637 29.6221
H -11.3131 -8.3670 30.8064
H -14.4398 -8.2963 31.7311
H -13.2035 -6.9840 31.6039
H -14.7394 -6.9511 30.6551
H -13.5693 -6.5983 28.7447
H -11.9403 -6.6646 29.3803
H -11.7667 -7.2584 26.9106
H -11.5313 -8.7396 27.7907
H -13.1227 -8.9657 25.8768
H -14.2268 -7.8992 26.7611
H -15.6481 -11.1124 27.8259
H -14.8008 -10.9098 26.2342
H -15.8324 -9.6407 27.0057
H -11.8505 -10.5464 27.9412
H -12.8114 -11.4622 26.9169
H -13.0550 -11.7156 28.6994
H -15.6364 -10.2493 30.0093
C -3.4967 -10.4335 21.4728
C -3.3754 -11.8903 21.8842
C -2.7198 -12.6679 20.6861
C -2.4368 -11.8597 23.0397
C -2.5130 -13.1106 23.8992
C -3.9491 -13.4383 24.3128
C -4.8982 -13.5981 23.1033
C -4.5568 -14.8310 22.3472
C -6.3925 -13.5551 23.4399
N -4.7689 -12.3205 22.2529
O -5.4699 -12.5167 21.0471
H -3.9207 -9.8432 22.2459
H -2.5025 -10.0559 21.0829
H -4.1577 -10.3437 20.5718
H -2.3155 -13.6461 20.9125
H -3.5878 -12.7705 19.9820
H -1.8999 -12.0669 20.1734
H -1.4052 -11.6999 22.8132
H -2.7270 -10.9524 23.5574
H -1.9282 -13.9547 23.5466
H -1.9928 -12.9649 24.8114
H -4.3203 -12.5438 24.9126
H -3.9149 -14.2797 25.0081
H -3.4954 -14.9089 22.0613
H -5.1664 -14.7652 21.4248
H -4.8442 -15.7426 22.9491
H -7.1054 -13.4521 22.6299
H -6.6018 -12.6809 24.0622
H -6.5768 -14.4075 24.0057
H -6.1213 -11.7677 21.0495
C -8.5266 -11.1163 26.2921
C -8.0792 -11.4328 27.7487
C -6.7260 -12.1725 27.7098
C -8.0214 -10.0853 28.4378
C -7.7680 -10.2171 29.9216
C -8.9249 -11.0475 30.5488
C -9.0740 -12.4601 29.8335
C -7.8996 -13.3731 30.3732
C -10.4213 -13.0433 30.3043
N -9.1335 -12.2212 28.3640
O -9.1305 -13.5165 27.6364
H -7.7423 -10.5231 25.7955
H -8.8161 -12.0336 25.7061
H -9.4460 -10.4168 26.3593
H -6.1470 -11.8288 26.7900
H -6.0160 -12.0145 28.5584
H -6.8979 -13.2265 27.6337
H -7.3777 -9.4404 27.8474
H -9.0313 -9.7313 28.2828
H -6.8257 -10.7621 30.1499
H -7.6967 -9.2748 30.4593
H -9.7975 -10.4478 30.3805
H -8.8371 -11.2407 31.6257
H -8.1333 -13.6177 31.4260
H -6.9622 -12.7992 30.4654
H -7.7389 -14.2232 29.7184
H -11.2536 -12.4835 29.9592
H -10.4887 -12.9571 31.3883
H -10.4146 -14.1022 30.1156
H -10.0250 -13.5075 27.1115
C -13.2569 -11.1019 21.9025
C -13.3117 -11.5256 20.4613
C -12.6284 -10.4476 19.5675
C -12.5625 -12.8310 20.2802
C -12.7795 -13.6390 19.0321
C -14.2293 -13.8906 18.7254
C -15.0263 -12.5818 18.8167
C -14.7166 -11.7495 17.6102
C -16.5350 -12.9667 18.9298
N -14.7041 -11.8834 20.0984
O -15.4270 -10.5908 19.9603
H -13.9376 -10.1911 22.0888
H -13.7349 -11.8667 22.5803
H -12.2612 -10.7464 22.2425
H -12.1844 -9.6221 20.1381
H -11.7755 -10.8136 18.9867
H -13.4280 -9.9590 18.9768
H -11.5027 -12.5845 20.4468
H -12.8978 -13.5903 20.9806
H -12.2426 -13.2287 18.1788
H -12.2988 -14.6057 19.1594
H -14.6538 -14.5734 19.4311
H -14.3169 -14.3117 17.7466
H -15.3246 -11.9904 16.7781
H -13.6455 -11.9025 17.3569
H -14.9600 -10.7062 17.8080
H -16.6754 -13.5546 19.7731
H -16.9599 -13.4525 18.0654
H -17.2030 -12.0842 18.9975
H -16.0336 -10.7256 20.6917
C -10.3030 -18.5201 30.0636
C -9.3258 -17.4447 30.5286
C -10.0479 -16.5365 31.5508
C -8.0661 -18.0775 31.1812
C -7.2219 -18.6573 30.1650
C -6.8456 -17.7277 29.0845
C -8.0452 -17.1172 28.2938
C -7.4695 -15.9968 27.4497
C -8.7167 -18.1074 27.3337
N -8.8571 -16.4855 29.3968
O -9.9704 -15.9114 28.7545
H -9.7682 -19.2452 29.4974
H -10.7078 -19.0170 30.9409
H -11.1040 -18.1588 29.3768
H -11.1199 -16.4484 31.2352
H -10.0155 -16.9366 32.5782
H -9.7305 -15.5111 31.4310
H -7.5972 -17.3444 31.8231
H -8.5733 -18.7378 31.9026
H -6.3227 -19.0301 30.5835
H -7.6758 -19.5488 29.7321
H -6.2333 -18.2728 28.3805
H -6.3496 -16.8725 29.5401
H -6.9603 -15.2459 28.0039
H -8.2877 -15.4402 26.9183
H -6.6899 -16.2766 26.7404
H -9.6832 -17.6863 27.0544
H -8.9951 -19.0859 27.7220
H -8.1091 -18.1820 26.4070
H -9.6535 -15.0399 28.4750
C -18.9583 -14.2450 28.5892
C -20.3165 -14.1468 27.9049
C -20.6794 -15.5105 27.3757
C -21.3984 -13.5819 28.8501
C -21.2591 -12.1125 28.9994
C -21.4119 -11.3938 27.6688
C -20.3662 -11.9252 26.6725
C -20.7635 -11.5445 25.1929
C -19.1001 -11.0772 26.9886
N -20.3349 -13.3263 26.6298
O -19.3537 -13.7535 25.6661
H -18.2468 -14.4859 27.7396
H -18.6540 -13.2961 29.0520
H -19.0086 -14.9790 29.3761
H -21.6502 -15.4751 26.7932
H -20.0005 -15.8926 26.5911
H -20.7287 -16.2800 28.1561
H -22.3472 -13.8734 28.3888
H -21.3304 -14.1130 29.8509
H -22.0790 -11.7429 29.6150
H -20.3763 -11.7369 29.5292
H -21.2374 -10.3249 27.7164
H -22.3838 -11.5569 27.1794
H -20.8246 -10.4638 25.1332
H -21.8036 -11.9059 24.9349
H -19.9090 -11.8461 24.6130
H -19.4423 -10.0194 26.9233
H -18.2989 -11.1463 26.2863
H -18.6823 -11.3751 27.9214
H -19.8843 -13.9006 24.9069
C -17.8293 -18.1245 26.0318
O -18.1547 -17.3942 24.8686
C -16.9664 -16.8755 24.2185
C -17.4998 -16.1391 22.8917
C -16.3443 -15.6057 22.0892
N -18.5383 -15.1525 23.2044
H -18.6167 -18.7683 26.4180
H -17.6079 -17.4564 26.8830
H -17.0412 -18.8460 25.7971
H -16.4621 -16.2282 24.8905
H -16.3556 -17.8630 23.9158
H -18.0126 -17.0210 22.5307
H -15.8749 -14.7151 22.5889
H -16.5953 -15.2763 21.1141
H -15.5277 -16.2923 21.8505
H -18.1740 -14.3819 23.6626
H -19.2130 -15.5461 23.8694
C -11.2333 -7.8027 22.0266
O -10.4732 -8.8956 21.6359
C -9.1809 -9.0565 22.2325
C -8.4245 -10.1920 21.6116
C -9.3500 -11.4191 21.6696
N -7.1123 -10.5467 22.1037
H -10.6050 -6.9166 22.0877
H -11.7409 -7.9891 22.9555
H -12.0004 -7.6627 21.2840
H -8.5729 -8.1190 22.0805
H -9.2396 -9.1702 23.2908
H -8.3352 -9.9027 20.5933
H -8.9153 -12.2764 21.1375
H -10.2624 -11.2368 21.0966
H -9.6289 -11.7100 22.7134
H -7.0987 -10.9991 22.9768
H -6.4753 -9.7137 22.1817
C -10.8266 -12.9911 24.6507
O -11.2926 -13.5641 25.8379
C -11.5970 -14.8610 25.6162
C -12.9796 -15.0439 24.7958
C -14.0163 -14.0587 25.2964
N -13.5836 -16.3416 24.8335
H -9.8007 -13.3890 24.5413
H -10.7578 -11.8741 24.6191
H -11.3675 -13.3871 23.7456
H -10.6945 -15.3171 25.1014
H -11.6706 -15.2828 26.6154
H -12.6411 -14.9162 23.7455
H -14.9059 -14.0041 24.7368
H -13.7595 -13.0140 25.4521
H -14.3487 -14.4482 26.2801
H -13.1927 -17.0093 24.1666
H -13.6813 -16.7234 25.7915
C -17.2882 -12.1199 22.6663
O -16.6139 -10.7924 22.5679
C -17.1125 -9.6438 23.2621
C -15.9562 -8.6727 23.4266
C -16.4434 -7.4021 24.1241
N -15.2646 -8.2619 22.2443
H -16.5498 -12.8870 22.3477
H -18.1861 -12.0241 22.0314
H -17.6337 -12.2649 23.7039
H -17.8697 -9.2587 22.5565
H -17.6528 -9.9761 24.1921
H -15.2472 -9.1742 24.0935
H -15.6780 -6.6149 24.1196
H -16.7723 -7.6337 25.1716
H -17.3671 -6.9872 23.6257
H -14.8897 -9.0000 21.7318
H -15.9913 -7.7333 21.7273
C -14.9162 -14.1291 28.8603
C -13.6933 -14.5977 29.6949
C -13.8988 -15.0802 31.1457
O -13.1091 -15.7042 28.9169
H -15.4338 -13.3162 29.3232
H -15.6004 -15.0798 28.7471
H -14.5502 -13.7860 27.8967
H -13.0085 -13.7038 29.6813
H -12.9674 -15.5626 31.4138
H -14.6710 -15.8864 31.1752
H -14.1417 -14.3056 31.8575
H -12.2066 -15.9430 29.1248
```

Results
**Charge**: 0
**Gap between HOMO and LUMO**: 8.98 eV
**LUMO level**: 0.0192 hartree
**SMILES**: CC1(C)CCCC(C)(C)N1O.CC1(C)CCCC(C)(C)N1O.CC1(C)CCCC(C)(C)N1O.CC1(C)CCCC(C)(C)N1O.CC1(C)CCCC(C)(C)N1O.CC1(C)CCCC(C)(C)N1O.CC1(C)CCCC(C)(C)N1O.COC[C@H](C)N.COC[C@H](C)N.COC[C@H](C)N.COC[C@H](C)N.CC(C)O
**Total energy**: -128981.5354 eV